ORCA calculation (wB97M-V/def2-TZVPD) on 2 unconnected molecules or ions with the total composition H4O2.

```
6
Properties=species:S:1:pos:R:3:forces:R:3:nbo_charge:R:1
O 1.3970 -0.1202 0.0353 -0.4614 1.5155 -0.0719 -0.9692
H 0.4559 0.0939 0.2598 0.8718 -0.4352 -0.1006 0.4844
H 1.7056 0.7735 -0.2403 0.0145 -1.0569 0.2174 0.4602
O -1.2689 0.1249 -0.0468 -2.8138 -1.2068 2.1735 -0.9343
H -1.1908 -0.6926 -0.5370 0.4599 -0.2704 -0.7763 0.4788
H -1.9954 -0.2126 0.6102 1.9290 1.4537 -1.4421 0.4802
```
Positions in Å, forces in eV/Å.

* net charge: 0
* structure (SMILES): O.O
* energy: -4159.68224 eV
* HOMO level: -0.3985 hartree